The following is a quantum chemistry calculation of a cluster of 2 separate species, C2H7NOS in total in a non-equilibrium geometry, from the Open Molecules 2025 dataset.

Structure (ORCA input):
```
! wB97M-V def2-TZVPD RIJCOSX def2/J DEFGRID3
* xyz 0 1
N 0.64326 1.68585 -0.53208
C 0.67979 2.65937 0.42781
O -0.15876 3.51293 0.58536
H 1.45111 1.07204 -0.43375
H -0.13489 1.42252 -1.11377
H 1.58364 2.55256 1.04808
C -1.13921 -2.06710 -0.09577
S 0.62313 -2.06909 -0.44110
H -1.64447 -2.74062 -0.77407
H -1.41376 -2.16732 0.94907
H -1.51537 -1.04183 -0.23483
H 1.02552 -2.81930 0.61504
*
```

Output
Max |F|, eV/Å: 1.83
Structure (SMILES): NC=O.CS
Orbital gap, eV: 10.1
HOMO level, eV: -9.46
Molecular weight, g mol⁻¹: 93.15
ΔE to the lowest compared entry with this formula, charge and spin, kcal per mole: 14.0

The following is a quantum chemistry calculation of an isolated molecule of C5H9NO in a non-equilibrium geometry, from the Open Molecules 2025 dataset.

Structure (ORCA input):
```
! wB97M-V def2-TZVPD RIJCOSX def2/J DEFGRID3
* xyz 0 1
C 1.97252 -0.02754 0.54219
C 0.69718 0.43731 -0.10843
C 0.26868 -0.17091 -1.47655
C -1.05360 -0.54509 -0.79552
C -0.68133 0.11671 0.45527
N -1.30957 0.39497 1.52679
O -2.68784 0.36074 1.19225
H 2.83525 0.36569 -0.00436
H 2.04122 -1.12185 0.54554
H 2.01760 0.33039 1.57271
H 0.64377 1.52684 -0.17059
H 0.23921 0.57979 -2.28267
H 0.83284 -1.03011 -1.85439
H -0.66468 -1.32766 0.14364
H -2.04058 -0.51254 -1.30281
H -3.11067 0.62326 2.01692
*
```

Output
Max |F|, eV/Å: 3.65
Structure (SMILES): C[C@H]1CC/C1=N\O
Orbital gap, eV: 9.5
HOMO level, eV: -8.51
Molecular weight, g mol⁻¹: 99.13
ΔE to the lowest compared entry with this formula, charge and spin, kcal per mole: 116.2

The following is a quantum chemistry calculation of an isolated molecule of C2H2Cl2O2 in a non-equilibrium geometry, from the Open Molecules 2025 dataset.

Structure (ORCA input):
```
! wB97M-V def2-TZVPD RIJCOSX def2/J DEFGRID3
* xyz 0 1
C -0.74916 0.00043 -0.18740
C 0.85441 0.13106 -0.21424
O -0.94752 -0.67110 1.03497
O 0.32450 -0.50113 1.67396
Cl 1.51349 -1.07823 -1.05655
Cl 1.29156 1.69897 -0.03719
H -1.14551 1.03615 -0.14004
H -1.14177 -0.61615 -1.07352
*
```

Output
Max |F|, eV/Å: 6.65
Orbital gap, eV: 7.8
HOMO level, eV: -8.81
Molecular weight, g mol⁻¹: 128.94
ΔE to the lowest compared entry with this formula, charge and spin, kcal per mole: 163.0